Arrangement a

C2H4N2O in the gas phase, computed with the ωB97M-V functional and the def2-TZVPD basis.

The SMILES is [H]/N=C(\C)N=O. For the HOMO energy, the calculation gives -9.7 eV. Its LUMO energy is -0.770 eV. For the frontier orbital gap, the calculation gives 8.93 eV.

Each line ends with the natural charge from an NBO analysis.
Geometry (Å):
C1 0.387 -0.949 0.027  -0.68
C2 -0.116 0.471 0.214  0.34
N1 -1.417 0.476 0.570  0.10
N2 0.444 1.575 -0.119  -0.59
O1 -2.250 0.815 -0.273  -0.23
H1 1.427 1.495 -0.375  0.35
H2 1.469 -0.934 -0.091  0.23
H3 0.134 -1.549 0.898  0.24
H4 -0.078 -1.399 -0.850  0.24



Arrangement b

C2H4N2O in the gas phase, computed with the ωB97M-V functional and the def2-TZVPD basis.

The SMILES is [H]/N=C/NC=O. For the HOMO energy, the calculation gives -10.2 eV. Its LUMO energy is 0.850 eV. For the frontier orbital gap, the calculation gives 11.07 eV.

Each line ends with the natural charge from an NBO analysis.
Geometry (Å):
N1 -0.785 1.145 1.438  -0.65
C1 -0.691 0.465 0.373  0.27
N2 0.412 -0.358 0.168  -0.64
C2 0.941 -0.794 -1.024  0.54
O1 1.880 -1.554 -1.089  -0.56
H1 -1.668 1.650 1.436  0.35
H2 -1.476 0.410 -0.386  0.16
H3 0.933 -0.598 1.003  0.42
H4 0.455 -0.367 -1.920  0.12



Energies in eV, measured from the most stable structure: arrangement a 3.175; arrangement b 0.000.



Arrangement a

C22H26FN3O4 in the gas phase, computed with the ωB97M-V functional and the def2-TZVPD basis.

The SMILES is O=C(Nc1cccc(F)c1)[C@@H]1[C@@H]2C=C[C@@]3(CN(CCCN4CCOCC4)C(=O)[C@@H]13)O2. For the HOMO energy, the calculation gives -8.6 eV. Its LUMO energy is 0.610 eV. For the frontier orbital gap, the calculation gives 9.26 eV.

Each line ends with the natural charge from an NBO analysis.
Geometry (Å):
O1 4.097 2.464 -0.559  -0.60
C1 3.535 1.394 -0.575  0.70
N1 4.137 0.172 -0.542  -0.61
C2 5.496 -0.138 -0.482  0.18
C3 5.842 -1.486 -0.406  -0.32
C4 7.176 -1.830 -0.348  0.41
C5 8.185 -0.884 -0.363  -0.31
C6 7.825 0.451 -0.438  -0.16
C7 6.496 0.831 -0.497  -0.28
H1 6.225 1.871 -0.555  0.26
H2 8.592 1.209 -0.451  0.22
H3 9.216 -1.193 -0.317  0.23
F1 7.504 -3.138 -0.274  -0.32
H4 5.085 -2.256 -0.392  0.23
H5 3.518 -0.634 -0.540  0.42
C8 2.028 1.225 -0.622  -0.32
C9 1.470 0.555 0.640  -0.32
C10 0.828 -0.807 0.465  0.69
O2 1.354 -1.768 -0.058  -0.65
N2 -0.400 -0.758 1.015  -0.41
C11 -1.305 -1.883 0.999  -0.22
C12 -2.492 -1.670 0.048  -0.42
C13 -3.779 -1.276 0.776  -0.21
N3 -4.844 -0.999 -0.170  -0.44
C14 -4.766 0.342 -0.726  -0.26
C15 -5.835 0.498 -1.807  -0.07
H6 -5.837 1.514 -2.205  0.19
O3 -7.125 0.272 -1.290  -0.52
C16 -7.207 -1.014 -0.724  -0.07
C17 -6.171 -1.204 0.385  -0.25
H7 -6.242 -2.222 0.774  0.20
H8 -6.385 -0.493 1.203  0.17
H9 -8.219 -1.113 -0.329  0.19
H10 -7.039 -1.775 -1.501  0.17
H11 -5.628 -0.215 -2.619  0.17
H12 -3.783 0.499 -1.170  0.21
H13 -4.929 1.107 0.056  0.17
H14 -3.602 -0.416 1.446  0.16
H15 -4.092 -2.117 1.401  0.20
H16 -2.692 -2.587 -0.507  0.22
H17 -2.220 -0.905 -0.679  0.21
H18 -1.659 -2.074 2.017  0.19
H19 -0.704 -2.734 0.670  0.25
C18 -0.783 0.538 1.550  -0.22
C19 0.257 1.474 0.970  0.21
C20 0.865 2.701 1.608  -0.22
C21 1.464 3.330 0.603  -0.19
H20 2.082 4.204 0.606  0.24
C22 1.152 2.518 -0.638  0.06
H21 1.133 3.049 -1.584  0.22
O4 -0.112 1.959 -0.317  -0.50
H22 0.865 2.913 2.658  0.22
H23 -1.780 0.821 1.207  0.22
H24 -0.759 0.529 2.646  0.20
H25 2.201 0.515 1.451  0.24
H26 1.764 0.636 -1.507  0.25



Arrangement b

C22H26FN3O4 in the gas phase, computed with the ωB97M-V functional and the def2-TZVPD basis.

The SMILES is CCN1CCN(C(=O)c2ccc(OCC(=O)Nc3ccc(F)cc3)c(OC)c2)CC1. For the HOMO energy, the calculation gives -8.5 eV. Its LUMO energy is 0.662 eV. For the frontier orbital gap, the calculation gives 9.20 eV.

Each line ends with the natural charge from an NBO analysis.
Geometry (Å):
C1 0.389 6.197 -1.634  -0.61
H1 -0.338 6.751 -2.221  0.21
H2 0.340 6.534 -0.602  0.21
H3 1.379 6.416 -2.026  0.20
C2 0.072 4.707 -1.701  -0.21
N1 0.843 3.944 -0.733  -0.44
C3 0.283 2.628 -0.495  -0.23
C4 1.026 1.964 0.666  -0.23
N2 2.431 1.875 0.358  -0.43
C5 3.158 0.742 0.238  0.67
O1 4.343 0.748 -0.036  -0.62
C6 2.409 -0.537 0.475  -0.11
C7 2.567 -1.246 1.654  -0.19
C8 1.872 -2.426 1.838  -0.24
C9 1.030 -2.935 0.855  0.23
C10 0.916 -2.249 -0.368  0.31
C11 1.599 -1.052 -0.530  -0.29
H4 1.515 -0.509 -1.458  0.23
O2 0.117 -2.794 -1.334  -0.53
C12 -0.218 -2.026 -2.464  -0.26
H5 -0.980 -2.606 -2.983  0.22
H6 0.645 -1.883 -3.121  0.18
H7 -0.635 -1.055 -2.179  0.18
O3 0.352 -4.073 1.223  -0.50
C13 -0.703 -4.590 0.442  -0.16
H8 -1.133 -5.392 1.052  0.22
H9 -0.343 -5.024 -0.496  0.22
C14 -1.802 -3.582 0.096  0.68
O4 -2.568 -3.756 -0.822  -0.61
N3 -1.816 -2.513 0.945  -0.64
C15 -2.368 -1.251 0.736  0.22
C16 -3.238 -0.979 -0.318  -0.26
C17 -3.705 0.306 -0.515  -0.25
C18 -3.309 1.309 0.351  0.37
C19 -2.460 1.061 1.414  -0.28
C20 -1.988 -0.224 1.600  -0.24
H10 -1.314 -0.434 2.418  0.22
H11 -2.174 1.862 2.076  0.23
F1 -3.752 2.570 0.149  -0.33
H12 -4.373 0.534 -1.330  0.23
H13 -3.532 -1.776 -0.980  0.26
H14 -1.185 -2.569 1.735  0.41
H15 1.958 -2.982 2.758  0.23
H16 3.218 -0.870 2.428  0.23
C21 3.014 3.163 0.054  -0.23
C22 2.245 3.819 -1.092  -0.23
H17 2.657 4.813 -1.269  0.21
H18 2.374 3.217 -2.010  0.17
H19 4.058 3.004 -0.217  0.25
H20 2.955 3.800 0.942  0.20
H21 0.615 0.973 0.864  0.23
H22 0.905 2.589 1.558  0.20
H23 -0.772 2.734 -0.236  0.21
H24 0.356 1.981 -1.391  0.16
H25 -0.983 4.567 -1.453  0.20
H26 0.229 4.336 -2.729  0.16



Energies in eV, measured from the most stable structure: arrangement a 0.397; arrangement b 0.000.



Arrangement a

C2H8N2O in the gas phase, computed with the ωB97M-V functional and the def2-TZVPD basis.

The SMILES is NCNCO. For the HOMO energy, the calculation gives -8.9 eV. Its LUMO energy is 1.077 eV. For the frontier orbital gap, the calculation gives 10.01 eV.

Each line ends with the natural charge from an NBO analysis.
Geometry (Å):
C1 0.779 0.829 -0.758  0.09
C2 -1.047 -0.191 0.384  -0.01
N1 -0.126 0.898 0.360  -0.65
N2 -0.437 -1.358 0.948  -0.85
O1 1.794 -0.108 -0.518  -0.74
H1 2.223 0.112 0.320  0.47
H2 -0.622 1.779 0.354  0.37
H3 -1.086 -2.135 0.959  0.36
H4 0.399 -1.608 0.431  0.38
H5 1.181 1.830 -0.952  0.17
H6 -1.161 -0.348 -0.908  0.07
H7 -1.939 0.080 0.949  0.20
H8 0.042 0.219 -1.568  0.13



Arrangement b

2 unconnected molecules or ions with the total composition C2H8N2O, computed with the ωB97M-V functional and the def2-TZVPD basis.

The SMILES is NC=O.CN. For the HOMO energy, the calculation gives -8.8 eV. Its LUMO energy is 0.865 eV. For the frontier orbital gap, the calculation gives 9.67 eV.

Each line ends with the natural charge from an NBO analysis.
Geometry (Å):
C1 -1.469 -1.836 1.970  -0.41
N1 -1.277 -2.027 0.530  -0.84
H1 -2.520 -1.876 2.228  0.19
H2 -0.990 -0.942 2.390  0.16
H3 -0.910 -2.647 2.447  0.18
H4 -1.747 -1.318 -0.018  0.36
H5 -0.288 -1.971 0.321  0.35
C2 1.443 1.540 -1.320  0.53
N2 1.677 2.793 -1.832  -0.82
O1 0.385 1.119 -0.947  -0.59
H6 2.374 0.955 -1.219  0.10
H7 0.847 3.263 -2.147  0.39
H8 2.474 2.947 -2.404  0.39



Energies in eV, measured from the most stable structure: arrangement a 1.517; arrangement b 0.000.



Arrangement a

2 unconnected molecules or ions with the total composition C2H8N2O, computed with the ωB97M-V functional and the def2-TZVPD basis.

The SMILES is [H]/N=C/NC.O. For the HOMO energy, the calculation gives -8.4 eV. Its LUMO energy is 1.073 eV. For the frontier orbital gap, the calculation gives 9.44 eV.

Each line ends with the natural charge from an NBO analysis.
Geometry (Å):
C1 0.761 1.229 -1.102  -0.40
N1 -0.107 0.436 -0.305  -0.67
C2 -0.243 0.661 1.073  0.29
N2 -0.180 -0.334 1.870  -0.70
H1 0.296 1.418 -2.083  0.19
H2 1.713 0.804 -1.468  0.18
H3 1.134 2.086 -0.535  0.20
H4 -0.684 -0.312 -0.658  0.43
H5 -0.289 1.723 1.279  0.14
H6 -0.154 0.052 2.817  0.34
H7 -0.856 -3.103 -0.867  0.47
H8 -0.447 -2.410 0.402  0.49
O1 -0.944 -2.250 -0.422  -0.96



Arrangement b

2 unconnected molecules or ions with the total composition C2H8N2O, computed with the ωB97M-V functional and the def2-TZVPD basis.

The SMILES is NC=O.CN. For the HOMO energy, the calculation gives -9.7 eV. Its LUMO energy is 0.930 eV. For the frontier orbital gap, the calculation gives 10.62 eV.

Each line ends with the natural charge from an NBO analysis.
Geometry (Å):
C1 2.462 -0.297 -0.042  -0.42
N1 1.035 -0.168 -0.395  -0.82
H1 3.130 0.212 -0.752  0.17
H2 2.669 0.076 0.955  0.19
H3 2.769 -1.337 -0.079  0.19
H4 0.969 -0.398 -1.385  0.35
H5 0.850 0.834 -0.444  0.35
C2 -2.538 0.179 -0.265  0.53
N2 -2.021 0.231 0.995  -0.82
O1 -2.910 1.133 -0.907  -0.60
H6 -2.510 -0.849 -0.676  0.10
H7 -1.628 -0.605 1.387  0.40
H8 -2.276 0.989 1.607  0.40



Arrangement c

2 unconnected molecules or ions with the total composition C2H8N2O, computed with the ωB97M-V functional and the def2-TZVPD basis.

The SMILES is N/C=C/N.O. For the HOMO energy, the calculation gives -7.6 eV. Its LUMO energy is 1.045 eV. For the frontier orbital gap, the calculation gives 8.66 eV.

Each line ends with the natural charge from an NBO analysis.
Geometry (Å):
C1 0.307 0.758 -0.473  -0.02
C2 0.836 -0.222 0.317  -0.17
N1 1.258 0.281 1.552  -0.85
N2 0.076 0.623 -1.822  -0.82
H1 0.128 1.787 -0.120  0.20
H2 1.052 -1.291 0.076  0.19
H3 2.016 -0.320 1.929  0.36
H4 0.583 0.419 2.276  0.37
H5 0.812 0.005 -2.175  0.37
H6 0.026 1.441 -2.387  0.38
H7 -1.904 -0.597 -0.271  0.46
H8 -1.463 -1.332 0.872  0.46
O1 -2.181 -1.207 0.328  -0.92



Energies in eV, measured from the most stable structure: arrangement a 0.778; arrangement b 0.000; arrangement c 1.315.



Arrangement a

A gas-phase ion, C6H13BrN (charge +1), computed with the ωB97M-V functional and the def2-TZVPD basis.

The SMILES is CC(C)=C(Br)[C@@H](C)[NH3+]. For the HOMO energy, the calculation gives -13.2 eV. Its LUMO energy is -3.399 eV. As for the charge: +1. For the frontier orbital gap, the calculation gives 9.77 eV.

Each line ends with the natural charge from an NBO analysis.
Geometry (Å):
C1 -0.002 1.443 -0.015  0.07
C2 -0.665 0.299 0.058  -0.10
C3 -0.623 2.766 -0.036  -0.64
C4 1.482 1.482 -0.324  -0.63
C5 -0.292 -1.932 1.250  -0.65
C6 -0.109 -1.119 -0.009  -0.10
N1 -0.912 -1.994 -0.954  -0.74
Br1 -2.629 0.156 0.017  0.03
H1 -1.542 2.683 0.463  0.24
H2 -0.726 2.937 -1.158  0.25
H3 0.011 3.548 0.361  0.24
H4 1.863 2.100 0.396  0.24
H5 1.783 1.905 -1.273  0.25
H6 1.953 0.497 -0.172  0.20
H7 -1.360 -1.899 1.760  0.25
H8 0.322 -1.517 1.991  0.25
H9 0.170 -2.830 1.000  0.22
H10 0.941 -1.000 -0.261  0.25
H11 -1.028 -1.580 -1.843  0.43
H12 -1.858 -2.022 -0.358  0.49
H13 -0.353 -2.862 -1.233  0.46



Arrangement b

A gas-phase ion, C6H13BrN (charge +1), computed with the ωB97M-V functional and the def2-TZVPD basis.

For the HOMO energy (alpha / beta), the calculation gives -12.3 / -12.6 eV. Its LUMO energy (alpha / beta) is -4.301 / -4.140 eV. As for the charge: +1. For the frontier orbital gap (alpha / beta), the calculation gives 8.04 / 8.46 eV.

Each line ends with the natural charge from an NBO analysis.
Geometry (Å):
C1 0.355 -1.234 1.533  -0.53
C2 -0.037 -1.723 0.119  -0.24
C3 -0.307 0.062 1.912  -0.14
C4 0.011 0.692 -0.702  0.29
C5 1.218 1.565 -0.557  -0.73
C6 -1.354 0.924 -1.281  -0.73
N1 0.443 -0.716 -0.904  -0.58
Br1 -2.269 0.222 1.948  0.06
H1 -0.001 -2.171 2.228  0.27
H2 1.367 -0.956 1.735  0.24
H3 0.597 -2.627 -0.070  0.25
H4 -1.118 -1.637 0.161  0.26
H5 0.110 0.577 2.697  0.19
H6 1.630 2.026 -1.532  0.25
H7 2.099 1.135 -0.110  0.23
H8 0.979 2.500 -0.112  0.27
H9 -1.311 1.977 -1.483  0.26
H10 -2.188 0.720 -0.647  0.27
H11 -1.718 0.396 -2.180  0.24
H12 1.433 -0.559 -0.954  0.44
H13 0.061 -1.172 -1.801  0.44



Energies in eV, measured from the most stable structure: arrangement a 0.000; arrangement b 2.739.



Arrangement a

A molecular structure, C2H9N2P, computed with the ωB97M-V functional and the def2-TZVPD basis.

For the HOMO energy, the calculation gives -8.4 eV. Its LUMO energy is -0.554 eV. For the frontier orbital gap, the calculation gives 7.85 eV.

Each line ends with the natural charge from an NBO analysis.
Geometry (Å):
C1 -0.708 -0.203 2.533  -0.44
C2 0.069 -0.048 -2.883  -0.44
N1 0.404 -0.509 1.587  -0.84
N2 -0.601 0.770 -1.855  -0.85
P1 -0.141 0.603 -0.272  1.15
H1 -0.450 0.593 3.197  0.19
H2 -1.571 0.246 1.992  0.18
H3 -0.897 -1.080 3.178  0.20
H4 -0.302 0.419 -3.722  0.21
H5 1.145 -0.020 -2.874  0.17
H6 -0.237 -1.104 -2.865  0.19
H7 0.716 -1.491 1.486  0.37
H8 1.148 1.272 -0.228  -0.07
H9 -0.856 1.499 0.503  -0.03



Arrangement b

A molecular structure, C2H9N2P, computed with the ωB97M-V functional and the def2-TZVPD basis.

For the HOMO energy, the calculation gives -8.6 eV. Its LUMO energy is 0.929 eV. For the frontier orbital gap, the calculation gives 9.51 eV.

Each line ends with the natural charge from an NBO analysis.
Geometry (Å):
C1 1.791 -0.034 0.247  -0.46
C2 -0.918 -1.207 -0.603  -0.44
N1 0.722 0.965 0.125  -0.47
N2 -0.827 0.208 -0.317  -0.65
P1 -2.031 0.961 0.543  0.55
H1 1.868 -0.645 1.170  0.21
H2 1.911 -0.687 -0.727  0.17
H3 2.749 0.407 0.118  0.22
H4 -0.581 -1.872 0.234  0.18
H5 -1.887 -1.472 -1.042  0.24
H6 -0.159 -1.539 -1.421  0.20
H7 0.830 1.604 -0.757  0.37
H8 -1.725 2.321 0.411  -0.04
H9 -1.743 0.989 2.017  -0.07



Energies in eV, measured from the most stable structure: arrangement a 0.413; arrangement b 0.000.